{"formula": "C25H47Cl2GaNO3Si2", "method": "ωB97M-V/def2-TZVPD", "elements": ["O", "O", "C", "C", "H", "H", "H", "H", "H", "C", "C", "H", "H", "H", "H", "H", "C", "C", "C", "H", "H", "H", "H", "H", "C", "H", "H", "H", "H", "H", "H", "Ga", "C", "Si", "H", "H", "C", "C", "C", "C", "Si", "H", "H", "C", "C", "C", "H", "H", "H", "H", "H", "H", "H", "H", "H", "H", "H", "H", "H", "H", "H", "H", "H", "H", "Cl", "C", "C", "C", "Cl", "C", "C", "C", "C", "N", "C", "C", "O", "H", "H", "H", "H"], "positions_angstrom": [[-0.6856, -1.7530, -1.4037], [0.9309, 1.5893, -5.0277], [-0.0072, -3.0271, -1.9691], [-0.9302, -4.1855, -1.7233], [0.9349, -3.1034, -1.4215], [0.1781, -2.8308, -3.0274], [-1.1076, -4.3299, -0.6499], [-0.4725, -5.1019, -2.1052], [-1.8897, -4.0575, -2.2366], [-1.6936, -1.0049, -2.2888], [-1.5112, -1.2573, -3.7679], [-1.5543, 0.0516, -2.0351], [-2.6587, -1.3465, -1.9157], [-0.6102, -0.7701, -4.1582], [-2.3628, -0.8084, -4.2944], [-1.5097, -2.3213, -4.0210], [0.5374, 2.5442, -4.0498], [2.2871, 1.1925, -4.8593], [-0.9148, 2.9290, -4.2552], [1.1682, 3.4486, -4.1324], [0.6727, 2.1367, -3.0285], [-1.1382, 3.1120, -5.3107], [-1.1250, 3.8437, -3.6947], [-1.5799, 2.1417, -3.8875], [2.8046, 0.5774, -6.1454], [2.3499, 0.4454, -4.0464], [2.9264, 2.0495, -4.5814], [2.2373, -0.3160, -6.4118], [3.8536, 0.3026, -6.0184], [2.7345, 1.2947, -6.9693], [0.0481, -1.0873, -0.8977], [-0.2111, -0.8136, 1.3592], [1.2998, -0.3667, -0.0373], [2.9728, 0.3368, 0.5869], [1.7215, -1.2619, -0.5063], [0.9950, 0.4211, -0.7345], [4.3080, -0.5644, -0.3865], [3.3352, 0.0962, 2.4015], [3.0415, 2.1707, 0.2134], [-2.0302, -1.4412, 1.2350], [-3.3917, -0.1459, 1.2087], [-2.1866, -2.0811, 2.1240], [-2.1275, -2.1151, 0.3687], [-4.8640, -0.8686, 0.2996], [-2.8547, 1.4318, 0.3473], [-3.9039, 0.2902, 2.9538], [2.5040, 2.4166, -0.7116], [4.0883, 2.4858, 0.0980], [2.5992, 2.7447, 1.0384], [4.2209, -1.6507, -0.2408], [5.3028, -0.2563, -0.0370], [4.2395, -0.3545, -1.4617], [3.1139, -0.9274, 2.7322], [2.7628, 0.7983, 3.0216], [4.4059, 0.2884, 2.5754], [-3.4743, 1.5936, -0.5457], [-1.8020, 1.4286, 0.0378], [-3.0073, 2.2829, 1.0249], [-4.7240, 1.0214, 2.9175], [-3.0806, 0.7247, 3.5359], [-4.2644, -0.6034, 3.4808], [-5.7805, -0.3577, 0.6240], [-4.9683, -1.9374, 0.5262], [-4.7685, -0.7507, -0.7872], [1.7045, -3.5497, 4.9509], [1.0403, -1.9929, 5.1129], [1.0127, -1.3199, 6.3414], [0.5609, -0.0065, 6.4392], [0.5657, 0.7755, 7.9620], [0.1154, 0.7155, 5.2875], [-0.2353, 2.0822, 5.2461], [-0.4947, 2.6777, 4.0253], [-0.4377, 1.9390, 2.8412], [-0.1847, 0.6144, 2.8557], [0.0813, -0.0005, 4.0557], [0.5344, -1.3530, 3.9592], [0.5971, -1.9257, 2.7758], [1.3704, -1.8358, 7.2250], [-0.2721, 2.6464, 6.1719], [-0.7488, 3.7355, 3.9567], [-0.5934, 2.4039, 1.8653]], "total_charge": 1, "e_tot_ev": -127492.3308, "e_above_lowest_ev": 0.000, "orbital_gap_ev": 7.0}

***

{"formula": "C4H9NO", "method": "ωB97M-V/def2-TZVPD", "elements": ["C", "C", "C", "N", "H", "H", "H", "H", "H", "H", "H", "O", "C", "H", "H"], "positions_angstrom": [[-0.4877, 0.1219, -0.3064], [0.4457, 1.2332, -0.6742], [0.0360, 2.3586, -1.2623], [1.7733, 1.0017, -0.2971], [-0.4976, -0.0207, 0.7756], [-0.1785, -0.8126, -0.7850], [-1.5091, 0.3237, -0.6260], [0.7011, 3.1935, -1.4413], [-1.0129, 2.4794, -1.4909], [2.0791, 0.0460, -0.3961], [2.4302, 1.6410, -0.7161], [-1.4881, -3.9168, 2.0755], [-0.9419, -2.8818, 1.8079], [-1.0128, -2.4495, 0.7948], [-0.3369, -2.3176, 2.5416]], "smiles": "C=C(C)N.C=O", "total_charge": 0, "e_tot_ev": -7830.1579, "e_above_lowest_ev": 2.162, "orbital_gap_ev": 9.1}

***

{"formula": "C4H2Br2O4", "method": "ωB97M-V/def2-TZVPD", "elements": ["C", "C", "C", "C", "O", "O", "O", "O", "Br", "Br", "H", "H"], "positions_angstrom": [[0.9860, 1.4615, 0.3211], [1.0651, -2.0433, -0.9282], [1.2060, 0.7211, 1.3860], [2.1023, -0.3921, 1.4194], [0.7833, 2.1434, -0.5750], [0.6182, -1.0110, -1.1498], [1.4759, -3.0868, -0.7179], [2.7876, -0.8907, 0.5888], [-6.3625, 1.2603, -2.7705], [2.1426, -1.1614, 3.2508], [0.6774, 0.9710, 2.2939], [-7.4820, 2.0279, -3.1186]], "smiles": "O=C=CC(=O)Br.O=C=O.Br", "total_charge": 0, "e_tot_ev": -152455.2095, "orbital_gap_ev": 10.3}

***

{"formula": "C3H2ClF3", "method": "ωB97M-V/def2-TZVPD", "elements": ["C", "C", "C", "F", "F", "F", "Cl", "H", "H"], "positions_angstrom": [[-0.7984, 0.3968, -0.1077], [-0.0050, -0.9111, -0.2138], [0.6143, 0.5736, 0.3414], [0.4328, -1.4777, -1.4292], [-0.2159, -1.9022, 0.7386], [0.9316, 0.6719, 1.6517], [1.7618, 1.3611, -0.6191], [-1.0139, 0.8306, -1.0374], [-1.7073, 0.4570, 0.6755]], "smiles": "FC1(F)C[C@]1(F)Cl", "total_charge": 0, "e_tot_ev": -23815.9961, "e_above_lowest_ev": 1.300, "orbital_gap_ev": 10.7}

***

{"formula": "C17H25N3O4S", "method": "ωB97M-V/def2-TZVPD", "elements": ["C", "C", "C", "N", "C", "C", "C", "C", "C", "C", "H", "H", "C", "O", "N", "H", "C", "H", "C", "N", "C", "C", "H", "O", "C", "C", "H", "H", "H", "H", "H", "H", "H", "H", "H", "H", "H", "H", "S", "O", "O", "C", "H", "H", "H", "H", "H", "H", "H", "H"], "positions_angstrom": [[1.9743, -4.9341, -2.9311], [0.8258, -4.8562, -2.2864], [-0.3167, -3.9752, -2.6950], [-1.0013, -3.4036, -1.5534], [-0.3636, -2.4886, -0.7237], [-0.9695, -2.0602, 0.4615], [-0.3484, -1.1316, 1.2688], [0.8851, -0.5817, 0.9267], [1.5033, -1.0314, -0.2345], [0.8949, -1.9705, -1.0445], [1.4179, -2.3099, -1.9221], [2.4872, -0.6774, -0.5067], [1.4711, 0.4317, 1.8442], [1.1848, 0.4776, 3.0271], [2.3579, 1.2903, 1.2750], [2.3993, 1.3329, 0.2694], [2.8029, 2.4701, 1.9746], [2.5566, 2.3197, 3.0271], [2.1242, 3.7313, 1.4175], [0.7100, 3.5031, 1.1942], [-0.0675, 3.4179, 2.4212], [-1.4965, 3.0138, 2.0658], [-2.1252, 2.9959, 2.9568], [-2.0945, 3.9318, 1.1775], [-1.3262, 4.0544, 0.0072], [0.1063, 4.4906, 0.3186], [0.6774, 4.5471, -0.6115], [0.0869, 5.4926, 0.7834], [-1.8293, 4.7959, -0.6163], [-1.2952, 3.0886, -0.5220], [-1.4776, 2.0122, 1.6098], [0.3564, 2.6554, 3.0731], [-0.0791, 4.3855, 2.9536], [2.3171, 4.5775, 2.0993], [2.5704, 3.9723, 0.4473], [3.8886, 2.5721, 1.8788], [-0.8115, -0.8154, 2.1913], [-1.9076, -2.4901, 0.7670], [-2.6576, -3.6819, -1.4333], [-3.0159, -4.0846, -0.1099], [-3.0101, -4.5564, -2.5104], [-3.3744, -2.0541, -1.7764], [-3.1799, -1.8311, -2.8169], [-2.9231, -1.3206, -1.1215], [-4.4390, -2.1253, -1.5943], [-1.0697, -4.5867, -3.2001], [0.0127, -3.1934, -3.3904], [0.6350, -5.4571, -1.4086], [2.7573, -5.6021, -2.6186], [2.1759, -4.3407, -3.8088]], "smiles": "C=CCN(c1ccc(C(=O)NCCN2CCOCC2)cc1)S(C)(=O)=O", "total_charge": 0, "e_tot_ev": -41529.2002, "e_above_lowest_ev": 3.130, "orbital_gap_ev": 9.2}